# C28H27O2

A 2-piece molecular cluster, C28H27O2 overall (ωB97M-V/def2-TZVPD, OMol25).

```
57
Properties=species:S:1:pos:R:3:forces:R:3:mulliken_charge:R:1
C 0.094708 -2.812329 1.724057 0.1205 -0.6844 -0.1276 -0.86
C 0.526998 -1.498796 2.276175 -1.6003 1.8831 0.2804 1.31
C 1.993125 -1.255488 2.401563 0.6106 -0.1065 -0.0012 -1.62
C -0.394610 -0.508827 2.582144 0.7741 -0.7766 0.0904 0.72
C -0.081726 0.874028 2.935251 -1.2068 1.0472 0.0604 -1.00
C -1.275956 1.600084 3.010027 2.2015 -0.8617 -0.1720 -0.61
C -2.368307 0.705135 2.729676 0.4043 -2.1652 -0.0316 -0.71
C -1.854436 -0.580521 2.533702 -0.8247 1.0950 -0.2014 -0.70
H 0.975359 -3.458447 1.622807 -0.3805 -0.0399 -0.0122 0.40
H -0.632740 -3.316823 2.372672 0.1032 0.1265 -0.1665 -0.14
H -0.365918 -2.720583 0.729137 0.1157 0.0949 0.2861 0.34
H 2.530037 -2.180073 2.162342 0.0628 0.2978 0.1102 0.37
H 2.363237 -0.473457 1.721549 -0.2250 -0.1911 0.1466 0.35
H 2.268350 -0.951773 3.420062 -0.0826 -0.0416 -0.2263 0.37
H 0.933856 1.244806 3.026251 -0.2791 0.1230 0.0799 0.40
H -1.363173 2.661770 3.208216 0.0288 -0.1613 -0.0377 0.47
H -3.414398 0.989004 2.691604 0.1431 -0.1014 0.0521 0.48
H -2.406856 -1.496135 2.325267 -0.0076 0.3596 -0.0642 0.51
C -6.853399 -7.086908 2.743202 0.1609 0.0594 0.0781 -0.80
O -5.434339 -6.791026 2.765627 0.5179 0.8385 0.7344 -0.40
C -4.906616 -5.812502 3.527976 -0.3586 0.1422 -0.5027 0.87
C -3.506201 -5.556816 3.375372 -0.3150 -0.1536 -0.0583 -0.74
C -2.924002 -4.483449 4.002489 -0.2213 -0.1635 0.0984 -0.56
C -3.690664 -3.596089 4.831985 0.3323 -0.1232 0.1084 0.31
C -3.084802 -2.414473 5.319319 -0.4926 -0.6745 0.4832 -0.53
C -3.695225 -1.385268 6.095059 -0.0811 0.7235 0.2005 0.68
C -2.843823 -0.564298 6.897863 -0.0447 -0.2952 -0.3683 -0.78
C -3.347015 0.418133 7.720963 -0.3370 -0.0723 0.1153 -0.49
C -4.739240 0.560332 7.830234 -0.3060 0.4907 0.8498 0.23
O -5.246277 1.523962 8.699716 0.4175 -0.4488 -1.0580 -0.45
C -5.633964 1.117467 9.981106 0.1717 -0.4217 0.2567 0.56
C -4.807609 1.475480 11.041988 -0.1479 -0.3675 -0.0895 -0.32
C -5.105877 1.001695 12.317197 -0.1989 0.1743 -0.1319 -0.44
C -6.260056 0.244602 12.520800 -0.0715 -0.0773 0.1537 -0.45
C -7.098354 -0.076003 11.452416 0.1071 0.1545 -0.1051 -0.55
C -6.781959 0.355225 10.162230 0.2303 0.0557 0.2663 -0.33
C -5.618757 -0.214549 7.061591 0.3428 0.0223 -0.0782 -0.32
C -5.094070 -1.115921 6.151003 -0.0071 -0.3636 0.3283 -0.81
C -5.021463 -4.009772 5.142085 -0.2539 -0.1813 -0.3060 -0.88
C -5.652577 -5.027048 4.449399 0.1961 -0.1792 -0.1205 -0.48
H -6.936710 -7.913023 2.038478 -0.0158 0.1233 0.1196 0.25
H -7.219227 -7.406614 3.723686 0.1906 0.0766 -0.0838 0.35
H -7.441477 -6.238040 2.378432 0.2585 -0.0310 0.0842 0.36
H -2.935545 -6.219777 2.725952 -0.1250 0.1646 0.2065 0.46
H -1.846089 -4.324367 3.923059 -0.3825 0.0949 -0.2126 0.54
H -2.005722 -2.319174 5.170138 -0.2560 0.0078 -0.0857 0.29
H -1.775808 -0.771184 6.896397 -0.1301 0.1815 -0.1332 0.40
H -2.697249 1.052193 8.321481 -0.1714 -0.1915 -0.1253 0.45
H -3.930355 2.080413 10.845071 -0.0477 -0.0463 0.0398 0.44
H -4.438626 1.241608 13.144976 -0.2569 -0.0561 -0.1723 0.36
H -6.516424 -0.089241 13.528424 0.1065 0.0567 -0.3429 0.37
H -8.005000 -0.659102 11.612552 0.2573 0.1451 0.0136 0.36
H -7.402284 0.103133 9.308718 -0.0047 0.0449 0.1835 0.26
H -6.691845 -0.089983 7.202367 0.3337 0.0720 -0.3031 0.50
H -5.780634 -1.659274 5.508015 0.1855 0.2679 0.0129 0.84
H -5.537469 -3.552375 5.980155 -0.0232 0.0317 -0.3194 0.94
H -6.713416 -5.244220 4.600296 0.4825 0.0214 0.1981 0.40
```
Forces are in eV/Å.

Computed properties:
**Max |F|**: 0.0484 hartree/bohr
**E_LUMO**: -5.25 eV
**Multiplicity**: 1
**Net charge**: +1
**HOMO-LUMO gap**: 5.0 eV